Record 1
Below is a 2-piece molecular cluster, C4H9NO overall in a non-equilibrium geometry, with properties calculated with ωB97M-V/def2-TZVPD.

⟨S²⟩ = 0.760
LUMO energy (alpha / beta) = -0.1844 / -0.2753 Ha
HOMO (alpha / beta) = -11.6595 / -11.6536 eV
Kohn-Sham gap (alpha / beta) = 6.6 / 4.2 eV

```
! wB97M-V def2-TZVPD RIJCOSX def2/J DEFGRID3
* xyz 1 2
C -0.9609 -1.2242 0.9530
C -0.2246 -2.0008 1.8587
N -0.6075 -3.1209 2.4441
H -1.6151 -1.5361 0.1551
H -0.7928 -0.1734 1.1859
H 0.7592 -1.6222 2.1116
H -1.6066 -3.2867 2.3927
H -0.2772 -3.2457 3.4009
C 1.5933 1.8340 -1.6984
C 0.5589 2.2667 -2.4014
O -0.4087 3.0115 -1.8112
H 2.3400 1.2104 -2.1455
H 1.4830 1.9528 -0.6227
H 0.4444 2.1740 -3.4741
H -0.6855 3.7607 -2.3485
*
```

These are the Mulliken partial charges, in e, on atoms 1 to 6: atom 1 (C): -0.631, atom 2 (C): 0.235, atom 3 (N): -0.298, atom 4 (H): 0.358, atom 5 (H): 0.313, atom 6 (H): 0.374


Record 2
Below is C27H39FN8O7PtSi as an isolated structure, with properties calculated with ωB97M-V/def2-TZVPD.

LUMO energy = -0.1832 Ha
HOMO = -12.6471 eV
Kohn-Sham gap = 7.7 eV

```
! wB97M-V def2-TZVPD RIJCOSX def2/J DEFGRID3
* xyz 2 1
Pt -2.3795 0.1775 -0.3273
C 3.7504 -1.2172 4.2482
C 3.2910 0.1468 3.7619
N 2.3620 0.0450 2.6221
C 1.0477 0.0390 2.8751
C 0.0625 -0.0818 1.9325
C -1.3445 -0.0237 2.4677
O -1.5180 0.1108 3.6552
O -2.3359 -0.2205 1.6327
C 0.4302 -0.2067 0.5792
O -0.3656 -0.3243 -0.4107
C 1.8522 -0.2083 0.2954
C 2.3033 -0.2974 -1.0275
C 3.6331 -0.2740 -1.3108
F 4.0067 -0.3041 -2.6062
C 4.6182 -0.1863 -0.3037
C 4.1697 -0.1100 1.0036
C 2.8026 -0.0891 1.3179
N 5.9989 -0.1926 -0.5746
C 6.5282 -0.5172 -1.8997
C 8.0508 -0.6694 -1.7954
N 8.3827 -1.1456 -0.4111
C 8.1132 -0.0593 0.6049
C 6.8802 0.7187 0.1409
H 4.4256 -1.1018 5.0954
H 4.2695 -1.7696 3.4635
H 2.8992 -1.8142 4.5749
H 4.1266 0.7796 3.4686
H 2.7623 0.6837 4.5461
H 0.7454 0.1591 3.9081
H 1.5862 -0.3552 -1.8347
H 4.8944 -0.0974 1.8034
H 6.3154 0.2441 -2.6539
H 6.0903 -1.4545 -2.2379
H 8.5830 0.2692 -1.9336
H 8.4266 -1.3904 -2.5170
H 9.3500 -1.4632 -0.3492
H 7.7835 -1.9443 -0.1957
H 8.9984 0.5711 0.6618
H 7.9612 -0.5524 1.5626
H 7.1750 1.5520 -0.5065
H 6.3863 1.1587 1.0009
C -0.9143 0.1361 -3.6138
C -2.3800 0.3870 -3.4815
C -3.2302 0.6384 -4.5356
C -4.5848 0.8920 -4.2901
C -5.1000 0.9091 -3.0107
C -4.2025 0.6481 -1.9770
N -2.9118 0.3724 -2.2503
N -4.3380 0.6086 -0.6131
Si -5.3711 1.6457 0.4486
C -6.2210 2.9030 -0.6241
C -4.3135 2.4361 1.7518
C -6.5974 0.4959 1.2602
H -0.6192 0.1439 -4.6596
H -0.6539 -0.8250 -3.1671
H -0.3610 0.9131 -3.0820
H -2.8413 0.6394 -5.5431
H -5.2419 1.0890 -5.1272
H -6.1370 1.1249 -2.8095
H -5.5039 3.4643 -1.2267
H -6.7356 3.6154 0.0254
H -6.9734 2.4737 -1.2860
H -3.7686 3.2983 1.3655
H -3.6060 1.7310 2.1887
H -4.9582 2.7885 2.5609
H -7.2528 -0.0049 0.5428
H -7.2383 1.0728 1.9315
H -6.0947 -0.2566 1.8741
O -1.3765 4.0525 0.0655
N -1.3487 2.8696 0.2526
O -0.6689 2.2689 1.0575
O -2.2359 2.1697 -0.4705
C -5.8267 -3.0383 0.5953
N -4.7158 -2.1741 0.2306
C -3.5219 -2.6057 -0.1348
N -3.2660 -3.9231 -0.1763
O -2.5670 -1.8355 -0.4898
H -6.7345 -2.4429 0.5978
H -5.6945 -3.4618 1.5921
H -5.9515 -3.8391 -0.1342
H -4.8488 -1.1697 0.1703
H -3.8922 -4.5933 0.2318
H -2.3199 -4.2024 -0.3667
*
```

These are the Mulliken partial charges, in e, on atoms 1 to 6: atom 1 (Pt): 3.402, atom 2 (C): -1.010, atom 3 (C): -1.074, atom 4 (N): 0.269, atom 5 (C): -0.113, atom 6 (C): 0.072


Calculated energy relative to the best compared isomer or geometry (same formula, charge and spin), 47.8 1.7 kcal/mol (same order as the records).